Entry from the OMol25 dataset: 5 unconnected molecules or ions with the total composition C24H41N3O11 (the ωB97M-V functional and the def2-TZVPD basis).

Values from the calculation:
- ΔE to the lowest compared entry with this formula, charge and spin: 1.49 kcal/mol
- F_max: 5.289 eV/A
- E: -52541.247 eV
- HOMO energy: -0.3319 hartree
- SMILES string: O=C1C=C(O)C(=O)C=C1O.O=C1C=C(O)C(=O)C=C1O.COC[C@H](C)N.COC[C@H](C)N.COC[C@H](C)N

```
! RIJCOSX wB97M-V def2-TZVPD def2/J DEFGRID3
* xyz 0 1
O 3.851 3.186 -6.127
C 3.064 2.492 -5.528
C 2.933 2.219 -4.111
C 1.731 1.977 -3.614
O 1.688 2.093 -2.250
C 0.516 1.638 -4.432
O -0.487 1.219 -3.883
C 0.745 1.664 -5.913
C 1.929 2.004 -6.437
O 2.155 1.959 -7.722
H 3.703 2.592 -3.431
H 0.905 1.643 -1.861
H -0.050 1.403 -6.602
H 3.030 2.425 -7.844
O -5.006 -3.004 3.259
C -5.471 -3.828 2.452
C -6.650 -3.677 1.654
C -6.918 -4.664 0.774
O -8.117 -4.671 0.154
C -6.065 -5.940 0.499
O -6.536 -6.757 -0.183
C -4.810 -5.997 1.234
C -4.596 -5.110 2.211
O -3.547 -5.271 3.041
H -7.310 -2.796 1.756
H -8.142 -5.514 -0.356
H -4.121 -6.759 0.940
H -3.461 -4.504 3.625
C -3.045 -2.154 0.366
O -2.124 -1.511 -0.473
C -0.882 -2.094 -0.657
C -0.041 -1.136 -1.485
C 1.390 -1.694 -1.842
N 0.086 0.149 -0.803
H -2.831 -2.002 1.409
H -3.153 -3.221 0.135
H -4.031 -1.741 0.294
H -0.399 -2.298 0.315
H -0.881 -3.067 -1.237
H -0.554 -0.960 -2.376
H 1.954 -0.835 -2.300
H 1.215 -2.538 -2.505
H 1.971 -2.170 -1.067
H -0.824 0.497 -0.513
H 0.537 0.309 0.113
C 6.561 2.762 -0.949
O 5.153 2.843 -1.060
C 4.709 3.684 -0.004
C 4.523 2.907 1.316
C 3.803 1.565 0.933
N 3.913 3.861 2.242
H 6.909 2.155 -1.775
H 6.889 2.342 0.000
H 7.037 3.776 -1.034
H 5.402 4.504 0.186
H 3.700 4.040 -0.347
H 5.492 2.526 1.717
H 4.515 1.014 0.344
H 2.871 1.548 0.399
H 3.633 1.093 1.897
H 3.019 4.193 1.899
H 3.943 3.456 3.158
C -3.238 -0.009 3.654
O -1.779 0.160 3.758
C -1.363 0.927 2.623
C 0.135 1.141 2.590
C 0.602 1.370 4.011
N 0.362 2.138 1.517
H -3.480 -0.624 4.491
H -3.537 -0.440 2.715
H -3.728 0.953 3.700
H -1.734 0.537 1.652
H -1.834 1.944 2.664
H 0.751 0.207 2.335
H 1.654 1.359 4.168
H 0.164 0.676 4.707
H 0.279 2.376 4.381
H 1.350 2.464 1.521
H -0.028 2.994 1.914
*
```